[1]
The following is a DFT calculation (ωB97M-V with the def2-TZVPD basis set) of a 11-piece molecular cluster, C22H44N12O20 overall.

Values from the calculation:
HOMO-LUMO gap = 8.97 eV
E = -3025.6131 a.u.
SMILES = CC(C)Cc1cnc2ccccc2n1.C[N+](=O)[O-].C[N+](=O)[O-].C[N+](=O)[O-].C[N+](=O)[O-].C[N+](=O)[O-].C[N+](=O)[O-].C[N+](=O)[O-].C[N+](=O)[O-].C[N+](=O)[O-].C[N+](=O)[O-]
HOMO energy = -9.1 eV

Geometry as ORCA input:
```
! RIJCOSX wB97M-V def2-TZVPD def2/J DEFGRID3
* xyz 0 1
N -6.185 2.132 0.282
H 3.470 -1.756 -0.156
C 3.860 -0.742 -0.131
C -8.537 -6.258 1.671
H 6.290 -0.918 -4.081
H -0.466 5.306 -2.596
O -1.916 2.706 -2.206
H -9.054 -0.224 -2.375
H -4.260 2.951 0.288
O 6.133 -0.403 -0.246
H 0.929 -5.369 -2.107
H 6.567 -0.027 4.324
C 1.531 1.070 3.169
O 1.620 -2.953 -1.487
H -4.971 2.646 1.905
O 8.830 -0.695 -5.664
H 4.034 3.191 1.388
H -5.486 -3.173 2.857
H -1.420 -0.632 3.648
H -8.445 0.990 -3.538
N -7.413 -0.841 -3.510
N 2.185 -3.980 -1.180
N -1.834 3.882 -1.909
C -4.836 2.259 0.899
H 6.281 -2.236 -5.295
C -0.652 -0.029 3.165
C 6.394 4.254 -2.046
C 5.972 1.554 2.997
H -1.812 0.221 1.276
C 6.610 2.395 1.871
C 4.873 2.331 3.812
H 4.045 -0.428 0.891
H 5.079 3.409 3.708
C 3.259 2.581 1.866
C -5.950 -2.194 2.838
O 4.813 5.924 -1.767
O -2.770 4.605 -1.635
H 7.286 4.260 -1.426
C -4.224 -0.514 -1.880
H 2.552 -5.988 -1.681
O 5.008 4.441 -0.211
O -3.665 -0.721 0.357
C 6.898 -1.554 -4.716
H 7.557 1.913 1.579
H -4.369 1.279 0.920
C 3.511 2.031 3.171
H 6.559 4.799 -2.969
H 5.986 2.351 0.969
H -0.161 1.592 0.239
H 7.878 0.604 3.344
N 7.616 -0.675 -5.678
H -5.371 -1.503 2.228
H 7.298 1.569 4.783
H -0.305 4.859 -0.868
O 2.892 -4.131 -0.201
N -8.381 -7.656 1.183
H -5.107 -1.134 -1.759
H -6.084 -1.810 3.845
O -2.183 -1.289 -1.104
O 5.131 -1.066 -2.043
C -0.909 0.445 1.838
H -8.117 -6.189 2.668
N 2.132 2.358 1.209
H -8.007 -5.610 0.983
H 6.821 3.437 2.144
H -9.364 -0.427 -4.129
C 0.520 0.269 3.788
H -4.467 0.538 -1.766
C -8.671 -0.058 -3.378
O -6.536 1.024 -0.080
H 4.884 2.052 4.870
O -6.391 -0.229 -3.759
C 1.992 -5.149 -2.080
C 1.256 1.560 1.884
C -0.476 4.492 -1.876
O -7.655 -3.420 1.854
H 5.466 0.703 2.510
H 3.192 -0.047 -0.633
O -7.843 -8.455 1.924
O -7.491 -2.041 -3.356
H 0.251 3.732 -2.139
C 7.017 0.907 3.956
H 6.064 3.239 -2.247
N 5.313 4.934 -1.280
C 0.032 1.228 1.250
O -8.804 -7.899 0.072
H 0.666 -0.124 4.795
H -9.599 -6.033 1.681
N -7.298 -2.314 2.221
H -3.750 -0.699 -2.836
O -6.843 3.144 0.182
N 5.149 -0.738 -0.872
N -3.274 -0.873 -0.793
O -7.950 -1.299 2.126
N 2.680 1.291 3.869
H 7.630 -2.097 -4.129
O 6.931 0.007 -6.414
H 2.359 -4.868 -3.063
*
```


[2]
The following is a DFT calculation (ωB97M-V with the def2-TZVPD basis set) of C22H44N3OP3RuSe as an isolated structure.

Values from the calculation:
HOMO-LUMO gap (spin up / spin down) = 7.71 / 4.74 eV
ΔE to the lowest compared entry with this formula, charge and spin = 8.4 kcal/mol
E = -4623.0393 a.u.
HOMO energy (spin up / spin down) = -19.6 / -19.6 eV

Geometry as ORCA input:
```
! RIJCOSX wB97M-V def2-TZVPD def2/J DEFGRID3
* xyz 4 5
N -2.159 0.094 1.877
H 1.198 2.835 -0.127
H 3.725 -0.906 2.400
N -1.412 -1.625 0.505
C -2.235 -1.215 1.474
C -3.346 -4.642 -0.538
H 0.642 2.120 2.122
H 0.424 -0.245 -3.003
H 2.785 3.173 -0.873
C 2.363 -2.585 -2.158
H 2.705 2.500 0.778
H 0.314 -4.247 -0.886
C -4.072 5.792 -2.315
C -0.689 0.720 -1.388
H -0.358 1.726 -1.678
C 3.375 -2.726 0.564
H -0.415 1.041 3.065
Se -1.514 3.826 1.139
H 3.091 -1.816 -2.438
H 1.468 -2.485 -2.782
H -0.891 -1.260 -2.277
H -2.588 2.832 -1.433
P 1.848 -2.428 -0.411
H 2.807 -3.578 -2.307
H -3.213 -5.595 -0.012
H -1.726 0.690 -1.027
H 1.243 -1.467 4.113
O -1.442 -2.945 -1.390
P 1.385 -0.202 2.051
C -1.876 -2.683 -0.252
C 0.778 -1.551 3.119
H 4.665 1.243 -1.192
C -3.111 -2.105 2.131
H -4.042 -4.080 1.887
H -2.904 0.442 2.477
H -4.414 -4.528 -0.747
H -2.789 -4.634 -1.477
H -2.711 6.556 0.731
C -2.541 4.633 -0.255
H -3.579 -1.797 3.061
C -3.386 -3.293 1.515
H 4.358 -0.507 -1.263
H -0.906 2.741 0.251
C -3.743 6.539 -1.176
P 2.301 0.805 -0.933
H 1.832 -4.843 -0.132
C -2.904 3.876 -1.381
C -0.219 -0.406 -2.137
H -3.901 3.861 -3.290
H 3.751 -3.726 0.313
C 2.236 2.488 -0.213
H 0.574 -4.062 0.869
H 1.171 1.553 3.726
H 3.603 0.870 2.244
H 3.080 0.064 3.744
H 2.536 0.248 -3.309
C 0.627 1.268 2.814
H 3.196 1.859 -2.930
H -0.310 -1.479 3.229
C -3.649 4.456 -2.412
C 2.361 1.170 -2.742
C 3.120 -0.030 2.647
H 3.149 -2.705 1.637
N -2.873 -3.516 0.276
H -4.656 6.235 -3.124
H 4.151 -1.988 0.340
H -1.843 0.789 1.194
H 4.377 0.341 0.321
C -2.976 5.976 -0.153
Ru 0.619 -0.504 -0.132
H -4.091 7.572 -1.090
C 1.065 -4.054 -0.111
H 1.031 -2.529 2.690
H 1.429 1.635 -3.076
C 4.099 0.419 -0.735
*
```


[3]
The following is a DFT calculation (ωB97M-V with the def2-TZVPD basis set) of C22H44N3OP3SeTi as an isolated structure.

Values from the calculation:
HOMO-LUMO gap (spin up / spin down) = 3.81 / 3.79 eV
ΔE to the lowest compared entry with this formula, charge and spin = 14.2 kcal/mol
E = -5377.6192 a.u.
HOMO energy (spin up / spin down) = -18.9 / -18.9 eV

Geometry as ORCA input:
```
! RIJCOSX wB97M-V def2-TZVPD def2/J DEFGRID3
* xyz 4 1
H 1.933 0.314 -4.958
H 1.960 -3.722 1.866
H -2.468 -3.109 -0.579
C 4.413 0.964 1.730
N 2.362 1.679 2.753
H 1.300 1.249 4.559
P 1.035 -2.422 0.175
H 5.140 0.419 -0.809
H -2.853 1.214 -2.305
Ti 0.390 -0.135 -0.046
N 2.314 0.433 0.762
H -2.048 1.962 1.448
H -1.254 0.570 3.888
H 0.758 4.898 -3.376
H 3.411 -2.225 -0.481
H -2.873 -3.168 1.640
H 2.280 2.784 4.530
H -2.182 4.563 0.580
C 3.664 0.573 0.605
O 0.387 1.212 1.614
H -0.458 -3.811 -1.185
C 1.685 1.154 1.716
H 2.709 -3.866 -0.592
C 1.124 2.846 -2.787
Se 1.330 -0.057 -2.168
H -4.202 -0.408 1.491
H -1.411 -3.307 2.641
C 2.531 -2.801 -0.800
H -0.868 -0.890 -3.607
P -1.931 -0.839 -1.390
H 2.389 -2.021 2.155
H 0.687 -4.669 -0.078
C 1.482 3.680 -5.030
H -0.232 -0.874 3.898
H -3.503 0.842 2.506
C 1.606 2.125 3.960
C -1.261 -0.519 3.778
H -3.838 -0.195 -2.767
H 1.424 4.505 -5.740
H 0.831 2.989 -1.745
C 1.765 1.326 -4.582
H -3.569 1.896 0.303
C 1.105 3.911 -3.698
H -2.919 -2.725 3.366
H -3.968 0.507 -1.142
C -2.184 3.658 -0.037
H 2.368 -2.653 -1.879
C -3.275 0.273 -1.951
H 4.213 1.593 3.819
C -3.035 -2.227 -0.884
H 5.498 0.882 1.768
H -2.635 3.977 -0.991
C 1.431 1.550 -3.234
C -0.037 -3.847 -0.167
C 1.827 2.390 -5.478
H -3.659 -2.519 -1.741
H -1.034 -2.516 -2.959
C -2.306 -2.708 2.456
P -1.870 -0.947 2.086
H 0.693 2.687 3.719
H -2.471 -1.710 -3.586
H -0.828 -3.954 0.592
C 3.738 1.398 2.843
H -1.921 -0.935 4.554
H -4.016 -0.731 3.227
H 0.737 -2.576 2.633
C -3.555 -0.242 2.357
C -1.534 -1.549 -3.039
C -2.784 2.535 0.772
H 2.096 2.246 -6.535
H -1.137 3.393 -0.303
N 4.165 0.211 -0.600
H -3.702 -1.956 -0.064
H 3.481 0.122 -1.377
C 1.560 -2.695 1.898
*
```